# 1
ORCA calculation (ωB97M-V with the def2-TZVPD basis set) on a molecular structure, C3H5NO4S in a non-equilibrium geometry.

The LUMO energy comes out at 0.269 eV. The HOMO-LUMO gap is 10.3 eV. For the energy relative to the best compared isomer or geometry (same formula, charge and spin), the calculation gives 14.70 kcal/mol. The calculated total energy is -23704.5788 eV. The HOMO energy comes out at -0.3690 Ha. Its charge is 0.

Each line ends with the Löwdin charge.
Positions of all 14 atoms, in Å:
C1 2.31092 0.98873 1.50745  -0.0402
C2 -2.99645 -0.27615 -1.40233  -0.4845
C3 3.16859 1.82658 1.08489  0.0017
N1 0.02581 -1.50378 0.12210  -0.0126
O1 -2.31566 -1.19689 -1.33002  0.1461
O2 -3.75882 0.53426 -1.56749  0.2628
O3 -0.38776 0.76470 -1.76605  -0.4147
O4 -1.36617 0.84194 0.47707  -0.4340
S1 -0.17523 0.73929 -0.33073  0.8070
H1 1.29046 0.60495 1.50195  -0.0493
H2 4.20491 2.16841 1.21001  0.0251
H3 -0.86248 -1.83428 -0.39588  0.0701
H4 0.02061 -1.80899 1.14452  0.1062
H5 0.84129 -1.84877 -0.25547  0.0163

=====

# 2
ORCA calculation (ωB97M-V with the def2-TZVPD basis set) on a molecular structure, C3H5NOS in a non-equilibrium geometry.

The LUMO energy comes out at -0.303 eV. The HOMO-LUMO gap is 8.4 eV. For the energy relative to the best compared isomer or geometry (same formula, charge and spin), the calculation gives 57.32 kcal/mol. The calculated total energy is -17562.7817 eV. The HOMO energy comes out at -0.3196 Ha. Its charge is 0.

Each line ends with the Löwdin charge.
Positions of all 11 atoms, in Å:
C1 -0.39058 -1.39391 -0.64844  -0.3549
C2 1.01933 -0.18244 0.83102  -0.5781
C3 -0.66814 1.09182 -0.36742  -0.0239
N1 0.00697 -0.16790 -0.18810  -0.2538
O1 -1.22821 -1.85869 -1.31622  0.1556
S1 1.34879 -1.98680 0.91624  0.6151
H1 2.04525 0.25237 0.61826  0.0905
H2 0.49929 0.28885 1.63131  0.0692
H3 -1.36420 0.92968 -1.29114  0.1399
H4 -1.31098 1.20684 0.41509  0.0615
H5 0.04248 1.82018 -0.60061  0.0789

=====

# 3
ORCA calculation (ωB97M-V with the def2-TZVPD basis set) on C3H5NOS in the gas phase in a non-equilibrium geometry.

The LUMO energy comes out at 0.775 eV. The HOMO-LUMO gap is 10.4 eV. For the energy relative to the best compared isomer or geometry (same formula, charge and spin), the calculation gives 40.29 kcal/mol. The calculated total energy is -17563.5203 eV. The structure (SMILES) is O=C1C[C@@H](S)N1. The HOMO energy comes out at -0.3527 Ha. Its charge is 0.

Each line ends with the Löwdin charge.
Positions of all 11 atoms, in Å:
O1 -1.87328 -0.95569 1.41361  0.1121
C1 -1.10964 -0.46850 0.66658  -0.5174
C2 -0.40514 0.97277 0.46220  0.0622
C3 0.29769 0.04695 -0.86727  -0.6400
S1 2.06063 -0.21690 -0.87980  0.7648
N1 -0.49967 -1.00521 -0.39107  0.0253
H1 -0.81455 1.87364 0.18064  0.0539
H2 0.45902 1.05991 1.16853  0.0891
H3 0.01300 0.48396 -1.77621  0.0600
H4 2.10845 0.18561 0.37936  -0.1559
H5 -0.23649 -1.97654 -0.35656  0.1457

=====

# 4
ORCA calculation (ωB97M-V with the def2-TZVPD basis set) on C3H5NOS in the gas phase in a non-equilibrium geometry.

The LUMO energy comes out at 0.824 eV. The HOMO-LUMO gap is 10.0 eV. For the energy relative to the best compared isomer or geometry (same formula, charge and spin), the calculation gives 91.69 kcal/mol. The calculated total energy is -17561.2912 eV. The HOMO energy comes out at -0.3354 Ha. Its charge is 0.

Each line ends with the Löwdin charge.
Positions of all 11 atoms, in Å:
C1 -0.24150 0.52434 0.94769  -0.1832
C2 0.11421 1.14207 -0.41669  -0.2019
C3 0.35115 -0.76441 0.37258  -0.4072
N1 0.57752 -0.17078 -0.93134  -0.2591
O1 -0.26784 -2.56056 -1.59218  -0.5118
S1 -0.74163 -1.31935 -1.03585  0.9531
H1 0.40412 0.97399 1.87161  0.1451
H2 -1.32624 0.52769 1.36199  0.1222
H3 -0.81387 1.41491 -0.98358  0.1201
H4 0.85495 1.80475 -0.41859  0.0635
H5 1.08912 -1.57264 0.82436  0.1593

=====

# 5
ORCA calculation (ωB97M-V with the def2-TZVPD basis set) on C3H5NOS in the gas phase in a non-equilibrium geometry.

The LUMO energy comes out at 0.214 eV. The HOMO-LUMO gap is 8.2 eV. For the energy relative to the best compared isomer or geometry (same formula, charge and spin), the calculation gives 121.75 kcal/mol. The calculated total energy is -17559.9880 eV. The structure (SMILES) is [S-][N+]1=CCCO1. The HOMO energy comes out at -0.2947 Ha. Its charge is 0.

Each line ends with the Löwdin charge.
Positions of all 11 atoms, in Å:
S1 4.12895 0.10145 0.14693  0.1754
N1 2.04004 -0.09700 0.00984  -0.3745
C1 1.32169 0.94436 0.19160  -0.0377
C2 -0.17235 0.34215 -0.01807  -0.0659
C3 0.11990 -1.16921 -0.01669  -0.1682
O1 1.49950 -1.27841 -0.00784  -0.0820
H1 1.78726 1.86677 0.10884  0.0896
H2 -0.82507 0.67484 0.75509  0.0938
H3 -0.36750 0.73273 -0.97823  0.0906
H4 -0.33462 -1.66426 1.00366  0.1803
H5 -0.34570 -1.55104 -0.87377  0.0986

=====

# 6
ORCA calculation (ωB97M-V with the def2-TZVPD basis set) on 2 unconnected molecules or ions with the total composition C3H5NOS in a non-equilibrium geometry.

The LUMO energy (alpha / beta) comes out at -1.278 / -1.240 eV. The HOMO-LUMO gap (alpha / beta) is 7.5 / 7.6 eV. For the energy relative to the best compared isomer or geometry (same formula, charge and spin), the calculation gives 129.02 kcal/mol. The calculated total energy is -17559.6726 eV. The HOMO energy (alpha / beta) comes out at -0.3235 / -0.3234 Ha. Its charge is 0.

Each line ends with the Löwdin charge.
Positions of all 11 atoms, in Å:
C1 0.95930 0.26231 -0.14556  -0.1764
C2 0.00911 -0.80752 -0.68375  -0.1227
C3 -1.11859 -0.62844 0.37155  -0.1440
N1 0.37674 1.02700 0.67181  -0.1605
O1 -0.91715 0.69921 0.93423  -0.1059
S1 1.52555 3.23562 0.91687  0.0778
H1 1.94629 0.41227 -0.60183  0.1230
H2 -0.15795 -0.52963 -1.85230  0.1655
H3 0.60543 -1.73635 -0.61950  0.1053
H4 -2.09187 -0.52290 -0.11969  0.1191
H5 -1.13684 -1.41155 1.12818  0.1188

=====

# 7
ORCA calculation (ωB97M-V with the def2-TZVPD basis set) on 2 unconnected molecules or ions with the total composition C3H5NOS2 in a non-equilibrium geometry.

The LUMO energy comes out at 0.282 eV. The HOMO-LUMO gap is 8.7 eV. For the energy relative to the best compared isomer or geometry (same formula, charge and spin), the calculation gives 64.24 kcal/mol. The calculated total energy is -28397.4448 eV. The structure (SMILES) is O=C=NS.C=CS. The HOMO energy comes out at -0.3092 Ha. Its charge is 0.

Each line ends with the Löwdin charge.
Positions of all 12 atoms, in Å:
O1 -0.13743 -2.49379 0.05176  0.1639
C1 -0.70063 -1.69557 -0.53832  -0.5108
N1 -1.54905 -1.05957 -1.12347  -0.3403
S1 -2.15315 -1.43486 -2.69759  0.7604
H1 -2.26384 -0.14563 -3.09183  -0.1508
C2 -1.30364 1.34578 -0.30314  -0.1137
C3 0.03653 1.14045 -0.43050  -0.6143
S2 1.15289 0.40617 0.76497  0.7167
H2 -1.82685 1.47913 0.62295  0.0547
H3 -1.74008 1.66996 -1.20944  0.0321
H4 0.47542 1.12794 -1.47960  0.0788
H5 0.08486 0.38365 1.66913  -0.0767

=====

# 8
ORCA calculation (ωB97M-V with the def2-TZVPD basis set) on C3H5NOS2 in the gas phase in a non-equilibrium geometry.

The LUMO energy comes out at -0.406 eV. The HOMO-LUMO gap is 8.5 eV. For the energy relative to the best compared isomer or geometry (same formula, charge and spin), the calculation gives 63.83 kcal/mol. The calculated total energy is -28397.4627 eV. The structure (SMILES) is C/C(=N/O)SC=S. The HOMO energy comes out at -0.3275 Ha. Its charge is 0.

Each line ends with the Löwdin charge.
Positions of all 12 atoms, in Å:
C1 1.54131 -1.23656 0.14529  -0.0969
C2 0.54942 -0.17552 -0.27529  -0.6396
N1 1.00472 1.01244 -0.06588  -0.0092
O1 0.06287 1.94274 -0.54654  -0.1339
S1 -1.04748 -0.64281 -0.90813  0.9368
C3 -2.21953 0.14494 0.09049  -1.0485
S2 -3.84966 0.03199 -0.08891  0.5925
H1 0.99874 -1.79308 0.90713  0.0677
H2 1.80184 -2.04378 -0.56270  0.0833
H3 2.42452 -0.72344 0.57434  0.0885
H4 0.53328 2.78854 -0.18868  0.1484
H5 -1.80003 0.69455 0.91887  0.0110

=====

# 9
ORCA calculation (ωB97M-V with the def2-TZVPD basis set) on 2 unconnected molecules or ions with the total composition C3H5NOSi in a non-equilibrium geometry.

The LUMO energy (alpha / beta) comes out at -1.352 / -1.967 eV. The HOMO-LUMO gap (alpha / beta) is 7.4 / 6.0 eV. For the energy relative to the best compared isomer or geometry (same formula, charge and spin), the calculation gives 92.59 kcal/mol. The calculated total energy is -14601.1348 eV. The HOMO energy (alpha / beta) comes out at -0.3230 / -0.2934 Ha. Its charge is 0.

Each line ends with the Löwdin charge.
Positions of all 11 atoms, in Å:
C1 2.87439 0.36671 -0.63670  -0.1584
C2 2.89099 0.29546 0.73686  -0.1328
C3 0.86242 0.03593 -0.00678  -0.1828
N1 1.60364 0.15609 -1.05909  0.0160
O1 1.61923 0.15656 1.09722  -0.0569
Si1 -2.45236 -0.41757 -0.03245  0.7627
H1 3.57180 0.47766 -1.43841  0.0918
H2 3.46329 0.57339 1.60052  0.1119
H3 -2.56237 0.90032 0.83378  -0.0950
H4 -2.33797 -1.75888 0.46837  -0.1605
H5 -2.15816 -0.26476 -1.36553  -0.1959

=====

# 10
ORCA calculation (ωB97M-V with the def2-TZVPD basis set) on 2 unconnected molecules or ions with the total composition C3H5NS in a non-equilibrium geometry.

The LUMO energy (alpha / beta) comes out at -0.092 / -0.092 eV. The HOMO-LUMO gap (alpha / beta) is 7.8 / 7.8 eV. For the energy relative to the best compared isomer or geometry (same formula, charge and spin), the calculation gives 88.02 kcal/mol. The calculated total energy is -15513.0555 eV. The structure (SMILES) is C=[NH+][S-].C#C. The HOMO energy (alpha / beta) comes out at -0.2908 / -0.2909 Ha. Its charge is 0.

Each line ends with the Löwdin charge.
Positions of all 10 atoms, in Å:
C1 -1.92854 0.97934 -0.02445  -0.0774
N1 -1.16467 -0.06026 0.04324  -0.4849
S1 -1.90602 -1.63089 -0.08651  0.3604
H1 -1.48786 1.90964 -0.30462  0.0687
H2 -3.05437 0.89096 0.01383  0.0980
H3 -0.18388 -0.13070 -0.04185  0.0151
C2 1.82011 -1.57889 0.42562  -0.0182
C3 2.55803 -1.08801 -0.42139  0.0214
H4 1.32226 -2.36595 0.90175  0.0050
H5 3.03824 -0.31411 -0.95990  0.0120

=====

# 11
ORCA calculation (ωB97M-V with the def2-TZVPD basis set) on C3H5NS2 in the gas phase in a non-equilibrium geometry.

The LUMO energy comes out at 0.706 eV. The HOMO-LUMO gap is 9.6 eV. For the energy relative to the best compared isomer or geometry (same formula, charge and spin), the calculation gives 45.57 kcal/mol. The calculated total energy is -26350.7567 eV. The structure (SMILES) is C=CS/C=N\S. The HOMO energy comes out at -0.3262 Ha. Its charge is 0.

Each line ends with the Löwdin charge.
Positions of all 11 atoms, in Å:
C1 1.97061 1.50010 0.00957  -0.0821
C2 1.41218 0.44305 0.53960  -0.5771
S1 1.06223 -1.07088 -0.34052  0.8698
C3 -0.58975 -1.39922 0.22015  -0.6423
N1 -1.59756 -0.66710 0.32733  -0.4005
S2 -1.52706 0.97024 -0.18499  0.7339
H1 2.27172 1.57389 -1.03221  0.0656
H2 2.08871 2.39585 0.62665  0.0703
H3 1.14322 0.39520 1.58330  0.0682
H4 -0.79761 -2.37603 0.57033  0.0525
H5 -2.84405 1.02750 -0.24708  -0.1583

=====

# 12
ORCA calculation (ωB97M-V with the def2-TZVPD basis set) on C3H5NS3 in the gas phase in a non-equilibrium geometry.

The LUMO energy comes out at -0.162 eV. The HOMO-LUMO gap is 8.5 eV. For the energy relative to the best compared isomer or geometry (same formula, charge and spin), the calculation gives 29.61 kcal/mol. The calculated total energy is -37186.1748 eV. The structure (SMILES) is C=NSCSC=S. The HOMO energy comes out at -0.3183 Ha. Its charge is 0.

Each line ends with the Löwdin charge.
Positions of all 12 atoms, in Å:
C1 2.39835 -1.37471 -0.52134  -0.1730
N1 1.62206 -0.40765 -0.58958  -0.3551
S1 0.90839 0.16835 0.85319  0.8189
C2 -0.19837 1.38077 0.11527  -0.7880
S2 -1.58373 0.70761 -0.86828  0.8054
C3 -2.51922 -0.09505 0.35489  -1.0993
S3 -3.92715 -0.82943 0.10141  0.6039
H1 2.84864 -1.73780 -1.43069  0.0672
H2 2.75254 -1.81234 0.41291  0.0663
H3 -0.57988 2.03687 0.86194  0.0251
H4 0.35472 2.01282 -0.60388  0.0441
H5 -2.07634 -0.04944 1.31415  -0.0156

=====

Repeat the seventh record exactly.
ORCA calculation (ωB97M-V with the def2-TZVPD basis set) on 2 unconnected molecules or ions with the total composition C3H5NOS2 in a non-equilibrium geometry.

The LUMO energy comes out at 0.282 eV. The HOMO-LUMO gap is 8.7 eV. For the energy relative to the best compared isomer or geometry (same formula, charge and spin), the calculation gives 64.24 kcal/mol. The calculated total energy is -28397.4448 eV. The structure (SMILES) is O=C=NS.C=CS. The HOMO energy comes out at -0.3092 Ha. Its charge is 0.

Each line ends with the Löwdin charge.
Positions of all 12 atoms, in Å:
O1 -0.13743 -2.49379 0.05176  0.1639
C1 -0.70063 -1.69557 -0.53832  -0.5108
N1 -1.54905 -1.05957 -1.12347  -0.3403
S1 -2.15315 -1.43486 -2.69759  0.7604
H1 -2.26384 -0.14563 -3.09183  -0.1508
C2 -1.30364 1.34578 -0.30314  -0.1137
C3 0.03653 1.14045 -0.43050  -0.6143
S2 1.15289 0.40617 0.76497  0.7167
H2 -1.82685 1.47913 0.62295  0.0547
H3 -1.74008 1.66996 -1.20944  0.0321
H4 0.47542 1.12794 -1.47960  0.0788
H5 0.08486 0.38365 1.66913  -0.0767

=====

Question: calculated total energy of number 6 (C3H5NOS)?
Answer: -17559.6726 eV

=====

Question: The highest calculated total energy belongs to which entry?
Answer: C3H5NOSi